Record 1
Molecular formula: C3H7BO2
Method: DFT, the ωB97M-V functional and the def2-TZVPD basis

Geometry as XYZ:
```
13
Properties=species:S:1:pos:R:3:forces:R:3
C 1.167 0.416 1.009 0.80 -0.75 -0.47
H -1.659 -0.124 -1.390 -0.79 0.14 3.79
C 1.089 -0.558 -0.124 -0.11 2.16 -0.10
H 1.453 -1.524 0.102 0.27 -1.05 -0.08
H 0.388 0.030 1.703 0.67 1.01 0.22
C 0.666 -0.236 -1.328 1.16 -3.88 -1.82
O -3.106 0.630 1.589 -0.68 0.57 1.01
H 0.228 0.637 -1.729 -0.01 1.19 0.09
H 0.772 -1.118 -2.052 -0.43 1.50 0.59
H 1.057 1.454 0.604 -0.18 -0.85 0.89
O -1.775 -0.163 -0.352 0.77 -0.56 -3.97
B -2.503 0.318 0.596 -0.16 -0.14 -0.47
H 2.224 0.238 1.374 -1.32 0.66 0.34
```
Forces are in eV/Å.

Calculated values
SMILES: C=CC.O=BO
Calculated total energy (eV): -7996.12455
Highest occupied orbital energy (eV): -9.855
Frontier orbital gap (eV): 10.0
Relative energy (zero: lowest compared OMol25 entry of this formula, charge and spin) (kcal per mole): 33.96
Molar mass (u): 85.9

---

Record 2
Molecular formula: C3H7BaO3
Method: DFT, the ωB97M-V functional and the def2-TZVPD basis

Geometry as XYZ:
```
14
Properties=species:S:1:pos:R:3:forces:R:3
H -1.230 -2.187 0.598 0.34 -0.11 -0.32
H 0.261 -2.397 -0.651 -0.38 0.00 0.32
H -2.226 0.085 0.216 0.17 0.06 0.09
O 0.481 2.064 0.188 -2.35 1.20 0.65
H 3.607 -1.876 -0.901 0.53 0.25 0.01
Ba 2.056 0.648 -0.383 2.52 -0.26 -0.66
C -0.879 1.810 0.083 -0.05 0.42 0.10
H -1.484 2.486 0.718 -0.02 -0.13 -0.15
C -0.500 -1.822 -0.126 -0.09 0.25 0.16
H -1.243 1.948 -0.956 0.04 -0.04 0.19
H -1.085 0.258 1.602 -0.08 0.05 -0.21
O -0.256 -0.481 -0.130 -0.48 -0.43 -0.26
C -1.213 0.387 0.516 -0.13 -0.03 0.26
O 3.711 -0.922 -0.772 -0.02 -1.22 -0.17
```
Forces are in eV/Å.

Calculated values
Calculated total energy (eV): -10058.46713
Highest occupied orbital energy (alpha / beta) (eV): -8.038 / -8.147
Frontier orbital gap (alpha / beta) (eV): 8.0 / 8.1
Multiplicity: 2
Relative energy (zero: lowest compared OMol25 entry of this formula, charge and spin) (kcal per mole): 1.77
Molar mass (u): 228.4

---

Record 3
Molecular formula: C3H7Br2NaO
Method: DFT, the ωB97M-V functional and the def2-TZVPD basis

Geometry as XYZ:
```
14
Properties=species:S:1:pos:R:3:forces:R:3
Br 1.962 0.683 -1.981 0.67 0.37 0.59
H 2.003 1.603 1.210 -0.68 -0.30 -0.06
O -2.786 -0.455 0.123 0.24 -0.41 -1.40
H -4.588 -0.715 -1.018 -0.01 0.51 -0.49
H 3.798 1.658 -0.596 -0.39 0.13 0.51
Na -0.866 -0.305 -1.302 -1.17 -0.03 0.88
H 3.832 -0.097 -0.489 -0.09 0.07 -0.37
Br 1.070 -0.798 0.832 0.70 0.71 0.77
H -4.233 -1.995 0.038 0.23 -0.60 0.19
C -4.109 -0.917 -0.060 1.24 0.39 0.69
H 2.999 0.412 1.915 0.66 -0.41 -0.69
C 3.189 0.777 -0.393 -0.01 -1.46 0.68
C 2.460 0.637 0.995 -0.90 0.86 -1.41
H -4.731 -0.488 0.725 -0.49 0.18 0.11
```
Forces are in eV/Å.

Calculated values
Calculated total energy (eV): -149771.93601
Highest occupied orbital energy (eV): -6.362
Frontier orbital gap (eV): 5.7
Relative energy (zero: lowest compared OMol25 entry of this formula, charge and spin) (kcal per mole): 7.78
Molar mass (u): 241.9